(1)
The following is a DFT calculation (ωB97M-V/def2-TZVPD) of a gas-phase ion, C4H10N3 (charge +1).

The energy above the lowest of the compared OMol25 structures with the same formula, charge and spin comes out at 94.2 kcal per mole. The LUMO energy comes out at -0.12849 Eh. As for the structure (SMILES): C[C@@]1(N)C=C[NH2+]N1. As for the net charge: +1. As for the frontier orbital gap: 10.15 eV.

```
17
C4H10N3 | OMol25 | ωB97M-V/def2-TZVPD
C 1.819 0.533 -0.786
C 0.573 0.050 0.024
N 0.819 -0.523 1.273
C -0.720 1.301 0.341
C -1.822 0.701 -0.018
N -1.653 -0.724 -0.415
N -0.242 -0.905 -0.739
H 2.744 0.068 -0.476
H 1.845 1.600 -0.650
H 1.730 0.199 -1.859
H 1.269 -1.383 1.391
H 0.956 0.195 1.894
H -0.456 2.213 0.938
H -2.791 0.895 0.262
H -1.922 -1.290 0.486
H -2.201 -1.132 -1.195
H 0.053 -1.797 -0.470
```

(2)
The following is a DFT calculation (ωB97M-V/def2-TZVPD) of 2 unconnected molecules or ions with the total composition C4H10N3.

The energy above the lowest of the compared OMol25 structures with the same formula, charge and spin comes out at 169.9 kcal per mole. The LUMO energy (spin up / spin down) comes out at -0.17726 / -0.21607 Eh. As for the net charge: +1. As for the frontier orbital gap (spin up / spin down): 9.40 / 8.51 eV.

```
17
C4H10N3 | OMol25 | ωB97M-V/def2-TZVPD
C 0.819 1.501 -0.411
C 1.289 -1.038 -0.510
C -0.200 1.336 0.726
C 0.238 -1.243 0.676
N 0.438 0.156 -0.846
N -2.407 -0.312 -0.558
N -0.403 -0.070 0.189
H 0.689 2.275 -1.182
H 1.759 1.588 0.124
H 2.151 -0.599 -0.147
H 1.262 -1.848 -1.313
H 0.235 1.236 1.726
H -1.041 2.104 0.884
H -0.444 -1.984 0.591
H 0.611 -1.090 1.614
H -2.741 0.623 -0.317
H -2.022 -0.272 -1.510
```